Below is a molecular structure, C30H39AsN4NaO4SeSi in a non-equilibrium geometry, with properties calculated with ωB97M-V with the def2-TZVPD basis set.

```
81
Properties=species:S:1:pos:R:3:forces:R:3
Na 0.2959 -0.1030 -0.0408 -1.3088 0.0204 0.3581
O 1.7030 -1.1987 7.1790 0.2165 -0.8051 0.0491
C 1.6143 -0.0724 6.6819 -0.6010 -0.0309 -0.2101
O 1.6930 1.0383 7.2138 0.2137 0.8490 0.1137
C 1.2505 -0.0477 5.1692 0.1546 -0.0382 -0.0961
C 1.0636 1.1503 4.4952 0.0413 -0.1883 0.0781
C 0.7510 1.1260 3.1431 0.0173 0.0512 0.1133
N 0.6255 -0.0012 2.4481 -0.0165 -0.0664 -0.0769
C 0.8038 -1.1584 3.0880 0.0358 -0.0745 0.1399
C 1.1144 -1.2216 4.4416 0.0105 0.1900 0.0386
C 0.6634 -2.3941 2.2616 0.0701 -0.0170 0.3118
C 0.5180 -3.6523 2.8428 0.0263 0.1581 0.0137
C 0.4184 -4.7530 2.0149 -0.0049 -0.1095 -0.0563
C 0.4627 -4.5708 0.6439 0.0097 -0.0017 -0.0314
C 0.5905 -3.2779 0.1562 -0.0668 -0.4580 -0.0245
N 0.6896 -2.2239 0.9433 -0.1014 0.2073 0.1765
C 0.5586 2.3927 2.3907 -0.0017 0.0260 0.2165
C 0.0792 3.5297 3.0373 0.0258 -0.0423 -0.0385
C -0.0503 4.7013 2.3210 0.0061 0.0703 -0.1082
C 0.2933 4.7034 0.9785 0.0209 -0.0331 0.0365
C 0.7374 3.5163 0.4180 0.0038 0.3348 -0.1843
N 0.8764 2.3899 1.0972 -0.0674 -0.2630 -0.0136
H 1.1977 2.0650 5.0524 0.0099 0.0736 0.0416
H 1.2785 -2.1496 4.9669 0.0250 -0.0562 0.0386
H 0.4755 -3.7634 3.9156 -0.0088 0.0057 0.0228
H 0.3009 -5.7423 2.4386 -0.0005 -0.0186 -0.0042
H 0.3829 -5.4018 -0.0393 -0.0131 -0.0666 -0.0724
H 0.5887 -3.0676 -0.8990 0.0038 0.0198 -0.3679
H -0.1939 3.4818 4.0784 -0.0344 -0.0090 0.1128
H -0.4232 5.5961 2.8000 -0.0178 0.0505 0.0164
H 0.1985 5.5902 0.3708 -0.0013 0.0696 -0.0516
H 0.9636 3.4599 -0.6393 -0.0037 0.0192 -0.0687
O -0.9849 2.2472 -1.9235 0.4872 -0.1711 -0.4361
C -1.9303 2.5875 -0.9537 -0.2742 0.3282 0.5483
C -3.3614 2.2952 -1.3666 0.0035 0.2630 0.0628
C -3.6780 0.8096 -1.4464 -0.1664 -0.2037 -0.1806
C -3.7351 0.1549 -0.1045 -0.2793 -0.0209 -0.2749
C -4.9586 -0.1342 0.4961 0.0308 0.0160 -0.0364
C -4.9862 -0.7540 1.7282 0.0227 -0.0369 0.0815
C -3.7804 -1.0690 2.3303 0.0202 0.0244 -0.0546
C -2.6140 -0.7367 1.6606 -0.0284 -0.1862 0.3999
N -2.5771 -0.1414 0.4784 0.3248 0.0537 0.0095
H -1.0839 1.3113 -2.1594 0.0377 -0.2112 -0.2123
H -1.8052 3.6622 -0.7931 -0.1143 -0.0200 0.0580
H -1.7068 2.0848 -0.0007 -0.1125 0.1474 -0.0750
H -3.5511 2.7533 -2.3403 0.0533 0.0462 -0.0171
H -4.0295 2.7759 -0.6433 -0.0362 0.0262 -0.0080
H -2.9251 0.2866 -2.0454 -0.0542 0.0044 -0.0090
H -4.6375 0.6725 -1.9502 -0.0263 0.0006 0.0069
H -5.8731 0.1200 -0.0168 -0.1057 0.0361 -0.0755
H -5.9273 -0.9908 2.2072 -0.0244 -0.0113 0.0174
H -3.7335 -1.5567 3.2906 0.0155 -0.0557 0.1087
H -1.6553 -0.9576 2.1024 0.1190 -0.0463 0.1078
C -1.1001 -4.5127 -2.8787 -0.0552 0.2704 -0.1235
Si -1.9220 -2.9252 -3.5020 -0.1353 0.0283 0.0665
C -2.0132 -3.0673 -5.3825 0.0567 0.1406 0.2776
C -3.7058 -2.9804 -2.8749 0.2713 0.0720 -0.0773
Se -0.8472 -1.1079 -2.8637 0.3461 0.0016 0.0102
H -1.4898 -5.3911 -3.3820 -0.1394 -0.2497 -0.1609
H -1.2780 -4.6296 -1.8168 -0.0422 -0.0159 0.3307
H -0.0272 -4.4722 -3.0398 0.2252 0.0030 -0.0526
H -2.5236 -3.9693 -5.6987 -0.1789 -0.3168 -0.0802
H -1.0166 -3.0660 -5.8090 0.2589 -0.0043 -0.0968
H -2.5422 -2.2117 -5.7890 -0.1224 0.2016 -0.0940
H -4.2555 -3.8194 -3.2872 -0.1656 -0.2824 -0.1251
H -4.2236 -2.0667 -3.1488 -0.1181 0.2107 -0.0783
H -3.7260 -3.0568 -1.7926 0.0167 -0.0027 0.2716
C 3.4511 2.2901 -2.1975 0.0255 -0.0372 -0.1121
As 3.4669 0.8665 -0.8986 0.1232 -0.0748 -0.0887
C 3.9834 1.5970 0.8117 -0.1068 -0.0044 0.0562
C 4.9333 -0.2748 -1.4078 0.0050 -0.1156 0.0349
O 2.0717 0.0163 -0.9214 1.1328 0.1124 -0.5008
H 4.1520 3.0798 -1.9320 0.0128 0.0060 -0.0082
H 2.4368 2.6798 -2.2571 -0.0059 0.0034 0.0281
H 3.7161 1.8627 -3.1672 -0.0341 0.0685 0.0913
H 5.0607 1.4915 0.9254 0.0352 0.0301 0.0383
H 3.4628 1.0306 1.5857 0.0405 0.0285 -0.0623
H 3.6965 2.6445 0.8867 -0.0121 -0.0509 -0.0083
H 5.8438 0.3007 -1.5696 0.0205 0.0017 0.0055
H 4.6465 -0.7969 -2.3214 0.0202 0.0453 0.0571
H 5.0909 -1.0075 -0.6128 -0.0105 0.0807 -0.0936
```
Forces are in eV/Å.

Highest occupied orbital energy (eV): -4.39
Largest force on an atom (eV Å⁻¹): 1.36
Frontier orbital gap (eV): 6.12
Net charge: -1


Below is 2 unconnected molecules or ions with the total composition C4H12N2O2 in a non-equilibrium geometry, with properties calculated with ωB97M-V with the def2-TZVPD basis set.

```
20
Properties=species:S:1:pos:R:3:forces:R:3
N -1.9547 1.4697 -1.2203 -0.3582 0.0580 -0.1755
O -1.5710 0.8424 -0.0082 -0.3753 -0.5126 -0.3855
C -2.3848 -0.2217 0.3954 0.1054 1.3035 0.0220
N -1.7972 -0.7248 1.4929 0.9736 0.6340 -0.2711
O -3.4363 -0.4917 -0.1128 -0.0321 -0.3310 -0.2760
H -1.6611 0.8552 -1.9866 -0.1226 0.0262 0.3717
H -2.9831 1.4765 -1.2283 0.4234 -0.1118 0.0198
H -0.9617 -0.1679 1.7420 -0.9075 -1.1594 0.4482
H -2.2932 -1.3947 2.0493 0.2563 0.0796 0.2621
C 1.3458 -1.0257 -0.9568 0.0587 0.2557 -0.0239
C 1.7201 0.3646 -0.4549 -0.0045 -0.1369 0.0793
C 2.1222 0.3448 1.0151 0.0373 0.1310 -0.2728
H 0.4922 -1.4154 -0.4041 -0.0853 -0.0841 0.0292
H 2.1776 -1.7169 -0.8292 0.0444 -0.1042 0.0017
H 1.0898 -0.9981 -2.0144 -0.0549 -0.0830 -0.0846
H 2.5496 0.7536 -1.0498 -0.0304 0.0604 -0.0170
H 0.8719 1.0382 -0.5853 0.0671 0.0474 -0.0620
H 1.3153 -0.0551 1.6272 -0.0419 -0.0534 0.1332
H 3.0012 -0.2810 1.1644 0.0368 -0.0724 0.0795
H 2.3573 1.3479 1.3643 0.0097 0.0529 0.1217
```
Forces are in eV/Å.

Highest occupied orbital energy (eV): -10.31
Largest force on an atom (eV Å⁻¹): 1.54
Frontier orbital gap (eV): 11.14
SMILES: NOC(N)=O.CCC


Below is C20H19NO3S in the gas phase, with properties calculated with ωB97M-V with the def2-TZVPD basis set.

```
44
Properties=species:S:1:pos:R:3:forces:R:3
O 1.3746 -1.7931 -3.8419 0.2596 -0.3415 -0.1251
C 0.8888 -0.7893 -3.3634 -0.0236 0.4562 -0.0165
C 1.7055 0.4974 -3.2637 0.0835 0.1347 0.4619
S 1.2684 1.5973 -1.8859 0.0656 0.1282 -0.1597
C 1.6707 0.6688 -0.4332 -0.0997 0.3590 -0.0715
C 2.1008 -0.6699 -0.4646 0.0813 -0.2123 0.1357
C 2.3545 -1.3307 0.7044 -0.0121 -0.0077 -0.1398
C 2.1964 -0.7005 1.9560 -0.1226 0.2701 -0.0333
C 2.4386 -1.3673 3.1742 0.0143 0.0163 0.2352
C 2.2742 -0.7212 4.3677 0.0956 -0.2873 -0.0891
C 1.8617 0.6211 4.3972 -0.0962 0.2332 -0.0824
C 1.6170 1.2966 3.2349 0.0219 0.0209 0.2002
C 1.7754 0.6564 1.9842 0.1131 -0.3029 -0.0357
C 1.5191 1.3181 0.7688 0.0408 -0.0880 -0.3987
N -0.3763 -0.6883 -2.9293 -0.3973 0.1132 0.1108
C -1.2852 -1.8079 -2.8903 0.0378 -0.3659 0.0333
C -1.5975 -2.2257 -1.4464 -0.0362 0.1039 -0.2602
C -2.2323 -1.1009 -0.6748 0.0201 -0.0905 0.0760
C -3.4976 -0.6403 -1.0110 0.0875 -0.0155 0.0216
C -4.0759 0.4138 -0.3273 0.0646 0.1992 0.2228
C -3.3976 1.0282 0.7128 0.4000 -0.2342 0.0192
O -3.9623 2.0623 1.3873 0.0046 0.1322 0.1343
C -2.1231 0.5639 1.0644 -0.1827 0.0584 -0.0691
O -1.5053 1.2013 2.1111 -0.2330 0.0360 -0.0913
C -1.5524 -0.4878 0.3716 -0.1059 0.0536 0.0034
H 2.7688 0.2587 -3.2243 -0.1273 -0.1094 -0.0990
H 1.5203 1.0973 -4.1572 0.0401 -0.0187 0.0321
H 2.2291 -1.1856 -1.4019 0.0524 -0.0938 -0.0814
H 2.6804 -2.3605 0.6780 0.0375 -0.1096 -0.0125
H 2.7587 -2.3989 3.1450 0.0293 -0.1028 0.0193
H 2.4627 -1.2372 5.2971 0.0175 -0.0684 0.0556
H 1.7402 1.1164 5.3489 -0.0225 0.0679 0.0613
H 1.3023 2.3301 3.2518 -0.0332 0.1166 0.0247
H 1.1932 2.3478 0.7824 -0.0516 0.1515 0.0513
H -0.6784 0.1666 -2.4819 0.1741 -0.0190 -0.0197
H -0.8011 -2.6272 -3.4265 -0.1419 0.0910 -0.0016
H -2.2086 -1.5329 -3.4082 0.0521 -0.0965 0.0040
H -0.6723 -2.5354 -0.9577 0.0063 -0.0585 -0.0092
H -2.2727 -3.0830 -1.4791 0.0321 -0.0707 0.0253
H -4.0451 -1.1145 -1.8115 -0.0808 -0.0607 -0.1137
H -5.0589 0.7741 -0.5837 -0.1443 0.0557 -0.0257
H -3.3383 2.3411 2.0718 -0.0730 0.0049 -0.0379
H -0.6258 0.8279 2.2490 0.0055 -0.0001 0.0178
H -0.5707 -0.8396 0.6590 0.1465 -0.0489 0.0271
```
Forces are in eV/Å.

Highest occupied orbital energy (eV): -8.17
Largest force on an atom (eV Å⁻¹): 0.49
Frontier orbital gap (eV): 8.26
SMILES: O=C(CSc1ccc2ccccc2c1)NCCc1ccc(O)c(O)c1


Below is 2 unconnected molecules or ions with the total composition C3H8N2O in a non-equilibrium geometry, with properties calculated with ωB97M-V with the def2-TZVPD basis set.

```
14
Properties=species:S:1:pos:R:3:forces:R:3
C -0.2606 -1.9054 -0.0032 0.7307 -0.0786 0.5126
N -0.1221 -0.5045 -0.4134 -3.4674 1.3472 1.2263
N -0.8124 0.2864 0.3611 0.2208 -2.8514 -2.8211
C -1.1092 1.5578 -0.2912 0.6664 0.3772 0.2993
H -1.1708 -2.3266 -0.4346 0.0348 0.2150 -0.0409
H 0.5935 -2.4682 -0.3855 -0.0922 0.0545 -0.0326
H -0.3018 -2.0208 1.0863 -0.1137 0.0898 -0.1150
H -0.2201 1.9916 -0.7664 -0.0607 -0.0471 -0.0169
H -1.8642 1.3809 -1.0628 0.1324 -0.1243 0.1155
H -1.5244 2.2439 0.4481 0.1083 -0.0732 -0.0451
C 1.6224 0.3856 0.2489 1.7558 3.6356 2.9742
O 2.2153 1.2202 -0.4251 -1.1180 -1.5885 0.0470
H 0.9381 0.7686 1.1416 1.5588 -0.5144 -1.2961
H 2.0164 -0.6097 0.4963 -0.3559 -0.4417 -0.8072
```
Forces are in eV/Å.

Highest occupied orbital energy (eV): -9.41
Largest force on an atom (eV Å⁻¹): 5.01
Frontier orbital gap (eV): 8.83
SMILES: C/N=N/C.C=O


Below is 2 unconnected molecules or ions with the total composition C4H11N2O, with properties calculated with ωB97M-V with the def2-TZVPD basis set.

```
18
Properties=species:S:1:pos:R:3:forces:R:3
C -0.6925 -2.3883 1.6423 -0.1123 0.3284 -0.0964
C -1.4012 -1.2956 1.3872 -0.2747 0.0192 0.0946
O -2.4457 -0.9844 2.2241 0.0580 0.0837 0.0733
C -1.1789 -0.3352 0.2584 -0.3064 -0.4640 0.3159
H 0.0974 -2.6787 0.9676 0.0934 -0.0697 0.1450
H -0.9269 -2.9545 2.5319 0.0999 -0.2136 -0.1081
H -2.9135 -0.2085 1.9016 0.0840 0.0001 -0.0089
H -0.4701 -0.7818 -0.4326 -0.0052 0.1460 -0.1523
H -2.1315 -0.1451 -0.2451 0.0757 0.0036 -0.1357
H -0.7959 0.6105 0.6429 0.0537 0.0522 -0.0640
N 0.5226 1.4628 -1.9538 0.2015 -0.3332 -0.0516
C 1.4960 1.0820 -1.0406 0.1009 -0.0935 0.4279
N 2.8108 1.5249 -1.0905 -0.1016 -0.0681 -0.2784
H 0.6173 2.2155 -2.6046 -0.0230 0.1600 0.1138
H -0.3675 1.0222 -1.8336 -0.0975 0.2342 -0.2784
H 1.2288 0.4146 -0.2499 0.0320 -0.0125 0.0762
H 3.4059 1.2692 -0.3278 0.0984 0.2018 -0.1061
H 3.1450 2.1704 -1.7774 0.0232 0.0253 0.0333
```
Forces are in eV/Å.

Highest occupied orbital energy (alpha / beta) (eV): -4.62 / -8.78
Largest force on an atom (eV Å⁻¹): 0.64
Frontier orbital gap (alpha / beta) (eV): 5.44 / 9.57
Multiplicity: 2


Below is C3H4Cl3FSi in the gas phase in a non-equilibrium geometry, with properties calculated with ωB97M-V with the def2-TZVPD basis set.

```
12
Properties=species:S:1:pos:R:3:forces:R:3
C 1.7061 -0.3800 -0.9265 -0.9650 -2.3122 3.6402
C 1.0870 -0.3430 0.3006 2.6604 -2.2379 -1.9720
C 0.1930 0.6752 0.7813 -3.0263 1.0312 -1.3222
F 0.2873 1.9424 0.1694 0.3536 -0.2177 -0.8448
Si -1.8135 0.0831 0.1077 3.2579 -0.5386 2.7464
Cl -3.4454 0.8619 0.9430 -0.4374 0.4621 0.2168
Cl -1.7061 0.3063 -1.8201 -0.1099 0.4460 -1.8709
Cl -1.7433 -1.9127 0.5337 -0.3428 -0.2634 0.0409
H 2.3060 -1.2530 -1.2220 -0.1861 0.6472 0.2584
H 1.3866 0.2777 -1.6347 -0.2783 2.0116 -1.9607
H 1.2984 -1.2117 1.0035 -0.3912 1.3808 -0.7279
H 0.4440 0.9538 1.7640 -0.5349 -0.4091 1.7957
```
Forces are in eV/Å.

Highest occupied orbital energy (eV): -9.33
Largest force on an atom (eV Å⁻¹): 4.42
Frontier orbital gap (eV): 9.59
SMILES: C=C[C@@H](F)[Si](Cl)(Cl)Cl


Below is a molecular structure, C14H16AsB2F6N4O2PdS2, with properties calculated with ωB97M-V with the def2-TZVPD basis set.

```
48
Properties=species:S:1:pos:R:3:forces:R:3
Pd -0.9140 0.8204 -0.6478 -0.5879 0.2575 -0.0396
C 0.0864 3.2403 1.9131 0.0088 -0.0027 0.0005
N 0.9498 3.0589 0.7713 -0.0239 -0.0055 -0.0410
C 2.2849 2.7155 0.8160 -0.0478 -0.0102 0.0183
C 2.6796 2.5718 -0.4613 0.0341 -0.0767 0.0020
N 1.6036 2.8018 -1.2998 0.0101 0.0497 0.0051
B 1.7019 2.5052 -2.8486 -0.0460 0.0664 -0.0315
N 1.9936 0.9579 -2.9593 0.0167 -0.0571 0.0761
C 3.2631 0.4571 -2.7295 -0.0116 -0.0022 -0.0409
C 3.1634 -0.8237 -2.3244 -0.0175 -0.0948 -0.0564
N 1.8173 -1.1294 -2.3284 0.0311 0.0031 0.0322
C 1.2174 -2.3250 -1.7713 0.0281 0.0055 0.0012
C 1.1099 -0.0416 -2.7275 -0.0070 0.0715 -0.0424
S -0.5932 -0.0259 -2.9199 0.1932 -0.0705 -0.0207
C 0.5313 3.1260 -0.5303 0.2366 0.1464 0.0221
S -1.0325 3.6333 -0.9833 0.0490 -0.1727 0.0274
H 0.5818 2.8176 2.7856 0.0054 0.0071 -0.0030
H -0.8516 2.7151 1.7361 -0.0033 -0.0061 0.0037
H -0.1324 4.2980 2.0759 -0.0041 -0.0009 -0.0101
H 2.7996 2.5125 1.7373 -0.0021 -0.0020 0.0092
H 3.6329 2.2515 -0.8393 -0.0283 0.0243 0.0022
H 0.6905 2.8210 -3.4012 0.0200 -0.0265 -0.0115
H 2.7005 3.0634 -3.2708 -0.0108 0.0098 0.0012
H 4.1327 1.0779 -2.8518 -0.0100 0.0038 0.0023
H 3.9016 -1.5296 -1.9894 -0.0186 0.0341 0.0000
H 2.0159 -3.0080 -1.4891 -0.0013 0.0097 -0.0004
H 0.5496 -2.7832 -2.4991 0.0016 -0.0046 -0.0106
H 0.6452 -2.0600 -0.8816 -0.0112 0.0039 -0.0081
F 1.6577 -0.5751 1.0218 0.0692 -0.0312 -0.0336
As 2.9025 -1.3629 1.9299 0.1225 -0.0339 0.0943
F 2.0915 -2.8917 1.7551 -0.0215 -0.0069 -0.0074
F 3.7943 -1.6886 0.4625 -0.0082 -0.0026 0.0020
F 4.1706 -2.1496 2.8420 -0.0253 0.0145 -0.0204
F 3.7491 0.1546 2.0984 0.0171 -0.0109 0.0205
F 2.0471 -1.0553 3.4104 -0.0028 0.0137 0.0035
O -3.6840 -0.4156 -0.4248 -0.0546 -0.0341 0.0145
B -2.3949 -0.2142 0.1884 0.0818 -0.0834 0.0410
O -2.4344 -0.9523 1.4224 0.0153 -0.0058 0.0126
C -3.6460 -1.5431 1.5131 0.0009 0.0083 -0.0136
C -4.1432 -2.3549 2.5079 -0.0023 -0.0128 0.0173
C -5.4472 -2.8386 2.3531 0.0015 0.0080 -0.0163
C -6.2058 -2.5112 1.2373 0.0108 0.0008 0.0059
C -5.6907 -1.6874 0.2298 -0.0091 -0.0011 0.0002
C -4.4067 -1.2156 0.3905 0.0069 0.0126 -0.0067
H -3.5373 -2.6073 3.3684 -0.0031 0.0045 -0.0004
H -5.8695 -3.4819 3.1160 0.0006 0.0009 0.0010
H -7.2123 -2.9016 1.1431 -0.0005 0.0019 -0.0041
H -6.2695 -1.4268 -0.6470 -0.0025 -0.0023 0.0025
```
Forces are in eV/Å.

Highest occupied orbital energy (alpha / beta) (eV): -0.73 / -1.29
Largest force on an atom (eV Å⁻¹): 0.64
Frontier orbital gap (alpha / beta) (eV): 5.39 / 5.94
Multiplicity: 2
Net charge: -2


Below is C4H13NSi2 in the gas phase in a non-equilibrium geometry, with properties calculated with ωB97M-V with the def2-TZVPD basis set.

```
20
Properties=species:S:1:pos:R:3:forces:R:3
C 1.3184 1.5886 -0.2165 -0.8292 -0.2143 3.5050
C 0.9800 -0.2703 1.7021 -1.4949 -0.5876 1.7814
C -1.6345 -1.6954 -0.2099 -0.5003 -0.5213 -2.6234
C -1.4458 0.0848 -1.8864 -3.0557 1.1989 1.0767
N -0.8977 -0.5584 -0.7105 0.7125 1.2555 0.3944
Si 2.4479 0.5523 0.9455 -1.2727 2.4896 1.0498
Si -0.2071 0.5667 0.4582 2.4978 -1.2764 -1.1860
H 1.2082 2.5355 0.4008 0.1600 -0.4209 -1.4189
H 1.5357 1.6345 -1.2324 0.3696 0.7274 -1.6335
H 1.2922 -1.3275 1.6701 -0.8429 0.0955 -0.0914
H 0.5470 -0.0799 2.7349 1.0147 -0.1156 -1.0003
H -1.0070 -2.4607 0.1354 1.2658 -1.0314 0.5365
H -2.2914 -1.4876 0.5795 -1.3613 0.5694 1.1169
H -2.2075 -2.1788 -1.0577 0.3985 0.6278 0.8844
H -2.6431 0.1595 -1.7802 2.2414 0.6000 0.0397
H -0.9807 1.0869 -2.0667 -0.5517 -0.7911 0.1869
H -1.4358 -0.4648 -2.7859 0.8838 -1.0690 -1.0854
H 3.1219 -0.4206 0.2569 1.4452 -1.7368 -1.2611
H 3.3805 1.2322 1.9379 -0.3219 -0.0704 -0.6252
H -1.0812 1.5030 1.1249 -0.7588 0.2705 0.3534
```
Forces are in eV/Å.

Highest occupied orbital energy (eV): -8.64
Largest force on an atom (eV Å⁻¹): 3.61
Frontier orbital gap (eV): 9.62


Question: The lowest largest force on an atom belongs to which entry?
Answer: C20H19NO3S